[1]
34
Properties=species:S:1:pos:R:3:forces:R:3:mulliken_charge:R:1 method="wB97M-V/def2-TZVPD" total_charge=-1 lumo_energy_ev=1.7 multiplicity=1 relative_energy_kcal_mol=19.5
H 2.848 -0.528 0.346 0.060 -0.038 -0.090 0.413
O -2.298 -3.665 0.298 -0.423 -0.161 0.161 -0.650
H -2.589 1.518 -2.375 0.247 -0.035 0.253 0.440
H -1.881 -4.250 -0.335 0.186 -0.111 -0.088 0.311
H 1.922 -0.093 3.062 0.133 -0.082 -0.106 0.303
F 0.193 -0.604 -1.734 -0.552 1.626 3.011 -0.615
H 0.484 4.266 1.648 0.184 0.003 0.073 0.303
O 3.753 -0.396 0.067 0.588 -0.471 0.224 -0.694
H 3.641 2.793 -1.905 0.110 0.166 -0.044 0.307
H -0.666 -1.185 -3.079 0.179 0.091 0.231 0.438
H 0.636 0.660 2.794 -0.227 0.036 -0.114 0.353
O -2.369 -0.838 3.067 -0.141 0.181 0.439 -0.642
H -2.359 -1.795 3.068 0.027 -0.266 -0.067 0.302
H 2.627 1.892 -1.234 -0.490 -0.028 0.000 0.393
O -1.006 -1.442 -3.936 -0.256 -0.387 -0.565 -0.664
F -0.484 1.346 1.317 -0.292 -0.911 -1.560 -0.640
As -0.203 0.391 -0.189 0.222 -0.577 -0.307 2.132
O -2.995 1.964 -3.119 -0.189 0.141 -0.548 -0.647
F -1.722 1.046 -0.941 2.187 -0.781 1.080 -0.601
H 3.758 0.477 -0.326 0.247 0.245 -0.205 0.376
F -1.174 -0.930 0.506 0.804 0.866 -0.877 -0.457
H -2.377 -0.599 2.140 0.085 0.059 -0.229 0.318
O 1.457 0.714 3.283 0.249 0.173 0.577 -0.657
F 0.845 1.666 -0.779 -1.092 -0.616 0.125 -0.532
O 3.531 1.912 -1.548 0.364 0.080 -0.130 -0.687
F 1.231 -0.267 0.707 -1.908 0.049 -1.066 -0.590
H 1.650 -3.574 1.629 0.151 -0.063 0.131 0.286
O -0.413 4.087 1.369 -0.138 0.601 -0.039 -0.663
H -3.919 1.717 -3.072 -0.205 -0.010 -0.017 0.311
H -0.466 3.132 1.327 -0.031 -0.300 0.008 0.417
H 0.906 -2.414 1.003 -0.062 0.369 -0.048 0.324
O 1.068 -3.351 0.902 -0.080 -0.313 -0.109 -0.627
H -1.732 -0.840 -4.096 -0.148 0.198 -0.070 0.312
H -1.897 -2.811 0.136 0.213 0.269 -0.033 0.329

[2]
43
Properties=species:S:1:pos:R:3:forces:R:3:mulliken_charge:R:1 method="wB97M-V/def2-TZVPD" total_charge=-1 lumo_energy_ev=2.4 multiplicity=1 relative_energy_kcal_mol=21.8
H 2.825 1.381 -2.082 -0.066 -0.171 0.023 0.294
H 2.434 -2.696 -2.737 -0.203 0.029 -0.193 0.351
F 0.083 -0.763 1.169 0.677 -0.292 0.332 -0.483
H 0.717 -3.059 -1.215 0.039 -0.197 0.140 0.360
H -0.915 3.314 -1.229 0.072 0.341 -0.385 0.359
H 0.583 0.801 4.760 -0.055 0.117 -0.126 0.277
H 0.749 -1.757 -4.473 -0.355 0.119 0.099 0.426
O -3.268 -0.901 -2.364 -0.112 0.054 0.175 -0.665
F 0.938 1.100 -0.319 0.091 0.061 0.454 -0.293
O 2.427 -2.017 -3.428 -0.101 0.141 0.234 -0.705
H 3.027 2.501 1.490 0.084 0.121 -0.316 0.354
H -0.525 -2.837 1.599 0.145 -0.120 -0.039 0.260
F -1.350 1.556 -0.909 -0.319 0.276 -0.162 -0.552
H -1.942 -1.740 2.708 -0.106 0.029 0.179 0.330
As -0.572 0.376 0.090 -0.011 -0.126 -0.765 2.209
H 0.451 3.543 1.716 0.058 -0.140 0.014 0.273
H 1.414 1.271 -2.651 0.086 -0.063 0.114 0.294
H 0.612 -4.565 -1.093 -0.018 0.079 0.066 0.281
O -0.158 -1.448 -4.671 0.292 -0.108 -0.107 -0.681
F -0.390 -0.652 -1.252 0.066 -0.692 -0.539 -0.403
H -1.934 -1.706 4.231 0.080 0.022 -0.124 0.306
H 0.831 2.191 2.351 0.355 0.559 -0.006 0.379
H -2.025 1.662 2.117 -0.469 0.006 0.627 0.309
O 2.277 0.840 -2.666 0.030 0.167 -0.276 -0.683
O -1.897 -2.315 3.485 -0.031 0.117 -0.135 -0.657
H 2.561 1.568 0.434 0.293 0.114 -0.015 0.366
H -0.260 0.960 3.480 -0.175 -0.174 0.300 0.324
H 2.158 -1.196 -2.976 0.417 -0.081 -0.074 0.345
H -2.823 -1.753 -2.294 0.085 0.112 -0.054 0.312
H -2.995 -0.426 -1.567 -0.041 -0.151 -0.195 0.327
O 0.613 0.695 3.804 -0.010 -0.023 -0.038 -0.610
H 0.219 -4.170 1.569 -0.031 0.122 0.024 0.275
O 1.205 3.025 2.015 -0.071 0.167 0.512 -0.706
H -3.243 1.862 3.029 0.039 -0.060 0.271 0.284
F -0.757 1.468 1.434 1.139 0.097 -1.083 -0.579
F -2.124 -0.288 0.433 -0.706 -0.132 0.164 -0.521
O -2.305 1.649 3.046 -1.208 0.233 0.693 -0.725
H -0.253 -0.617 -4.194 -0.022 -0.124 0.037 0.281
O 1.207 -3.874 -1.396 0.081 0.196 -0.234 -0.689
H 0.135 4.412 -1.446 -0.051 -0.045 -0.031 0.317
O 3.355 2.061 0.692 0.091 -0.244 0.066 -0.714
O -0.745 4.138 -1.724 0.064 -0.181 0.346 -0.668
O -0.338 -3.597 1.033 -0.126 -0.153 0.025 -0.559

[3]
43
Properties=species:S:1:pos:R:3:forces:R:3:mulliken_charge:R:1 method="wB97M-V/def2-TZVPD" total_charge=-1 lumo_energy_ev=2.2 multiplicity=1 relative_energy_kcal_mol=6.5
H -0.671 8.551 28.830 -0.161 0.101 -0.097 0.280
O -1.707 7.568 21.312 0.207 0.024 -0.155 -0.651
H 0.757 12.267 23.457 0.017 0.035 -0.023 0.265
H -0.586 11.616 23.796 -0.116 -0.004 0.133 0.288
H -0.649 6.341 30.584 0.031 0.146 -0.086 0.328
H -4.302 9.771 27.797 0.117 -0.033 -0.004 0.283
H 0.952 9.623 26.214 -0.035 -0.160 0.140 0.318
H -3.198 10.090 22.946 0.009 -0.186 0.107 0.289
As -2.178 8.212 26.005 0.839 -0.514 -0.344 2.167
O 0.336 11.663 24.073 -0.004 0.018 -0.252 -0.599
O -2.290 4.113 24.410 -0.152 -0.151 0.007 -0.648
F -1.948 9.350 27.285 0.015 0.074 0.250 -0.428
O -4.613 10.468 28.386 -0.172 0.061 -0.092 -0.645
O -0.737 5.601 29.976 -0.004 -0.119 0.096 -0.667
F -2.111 9.543 24.873 -0.125 0.202 -0.059 -0.444
F -0.450 8.011 25.872 0.151 0.374 -0.149 -0.543
H 0.058 9.458 29.795 0.036 0.034 -0.015 0.308
O -3.006 9.881 22.023 -0.013 0.536 0.057 -0.627
H -1.941 8.503 21.431 -0.176 -0.317 0.061 0.386
F -2.159 6.871 27.089 -0.275 0.020 0.373 -0.469
O 0.815 8.592 23.045 -0.018 0.141 0.213 -0.631
H -1.605 7.254 22.216 0.018 -0.058 0.035 0.269
F -3.893 8.399 26.208 -0.180 0.056 -0.032 -0.572
H -3.724 12.508 26.525 -0.025 -0.061 0.065 0.321
H -4.340 10.173 29.259 0.089 0.014 0.023 0.312
H 0.346 9.023 23.768 0.014 0.025 0.088 0.276
O -5.925 9.844 24.821 -0.050 0.071 -0.004 -0.628
O -0.553 8.716 29.771 0.098 -0.094 0.171 -0.652
O -3.090 12.479 25.801 0.001 0.034 -0.048 -0.687
H -3.781 10.169 21.535 -0.070 -0.050 0.003 0.269
H -2.647 4.951 24.104 0.044 0.079 0.008 0.350
H 1.193 11.000 25.654 -0.095 0.042 0.109 0.375
O 0.876 5.751 23.215 -0.073 -0.124 0.060 -0.608
H -0.863 6.026 29.122 -0.059 -0.025 -0.081 0.328
O 1.355 10.467 26.444 0.101 -0.005 -0.011 -0.687
F -2.389 7.139 24.674 -0.269 -0.013 -0.188 -0.433
H -6.545 10.402 25.297 -0.002 0.052 0.017 0.310
H 0.653 6.687 23.323 0.211 0.026 -0.104 0.322
H -1.796 4.356 25.198 0.096 0.052 -0.015 0.310
H -2.626 11.647 25.940 0.068 -0.105 0.021 0.299
H 0.772 9.223 22.322 -0.068 -0.074 -0.104 0.283
H -5.309 9.535 25.496 0.037 -0.105 -0.152 0.368
H 0.677 5.576 22.291 -0.059 -0.018 -0.023 0.313

[4]
46
Properties=species:S:1:pos:R:3:forces:R:3:mulliken_charge:R:1 method="wB97M-V/def2-TZVPD" total_charge=-1 lumo_energy_ev=2.4 multiplicity=1 relative_energy_kcal_mol=0.0
H 3.380 3.626 1.593 -0.696 0.176 -0.108 0.293
H 1.039 1.352 -2.418 0.783 0.243 0.169 0.342
H -0.062 -4.109 -2.019 0.371 -0.732 0.230 0.435
F 1.598 -0.759 0.120 -0.965 0.153 -0.076 -0.416
F -0.694 -1.949 0.208 0.792 1.154 -0.449 -0.534
O -0.496 2.517 -2.588 1.233 0.694 0.269 -0.649
H 2.247 2.962 -1.423 -0.384 -0.204 -0.301 0.403
H -4.134 -0.732 -1.033 0.123 -0.446 -0.437 0.324
H 1.459 -4.243 -1.855 -0.676 -0.610 0.124 0.336
O 1.507 1.641 3.304 -0.106 -0.410 0.119 -0.685
O 1.923 3.847 -1.173 0.003 0.891 -0.191 -0.715
H -1.180 -1.813 4.302 0.179 -0.135 0.238 0.325
H -3.584 1.579 1.513 0.256 -0.098 -0.099 0.341
O -1.256 -2.895 -2.823 0.370 0.484 0.113 -0.727
H 1.140 0.923 2.766 0.090 0.289 0.220 0.345
H -1.759 -1.078 3.135 -0.171 -0.478 0.470 0.290
F -1.759 0.198 0.258 -0.002 0.309 -0.223 -0.509
H -1.582 2.332 0.715 0.099 0.336 -0.413 0.195
F 0.388 1.440 0.099 -0.311 -1.257 0.513 -0.363
H 1.754 4.307 -2.013 0.145 -0.352 0.494 0.285
O 2.437 3.870 1.566 0.746 -0.175 0.865 -0.673
As -0.084 -0.271 0.138 0.083 0.261 0.615 2.249
F -0.131 -0.184 -1.623 -0.252 -0.897 0.873 -0.503
H -0.368 2.905 -1.696 -0.407 -0.361 -0.499 0.310
H -2.181 -2.741 -3.016 -0.401 -0.151 0.054 0.307
H 3.685 -2.244 -0.141 -0.499 0.930 0.369 0.314
H -3.692 0.166 2.186 -0.264 0.890 -0.296 0.319
F -0.083 -0.273 1.938 0.234 -0.083 -1.122 -0.557
H -1.809 3.724 1.261 0.043 0.044 -0.321 0.317
O 0.625 -4.725 -1.652 0.304 1.395 -0.495 -0.751
O -4.191 0.975 1.947 -0.058 -0.756 0.323 -0.666
H 0.928 -3.018 1.299 -0.306 0.524 0.358 0.258
H -1.000 -2.062 -2.395 0.068 -0.180 -0.059 0.325
O 2.013 1.456 -2.291 -0.514 0.707 -1.031 -0.689
H 1.619 2.372 2.690 0.121 0.304 -0.281 0.374
H -1.395 2.250 -2.694 -0.910 -0.187 0.291 0.299
H 3.611 -3.724 0.000 0.067 0.426 -0.298 0.320
O -3.738 -1.588 -1.286 -0.538 0.826 0.106 -0.630
O -2.022 -1.674 3.868 0.083 0.633 -0.770 -0.677
H 0.938 -3.911 0.082 0.087 -0.236 0.109 0.406
H -3.246 -1.775 -0.488 0.524 -0.406 0.260 0.298
H 2.246 4.105 0.655 -0.116 -0.073 -0.678 0.364
O -1.874 3.219 0.437 -0.132 -0.365 0.670 -0.645
O 1.451 -3.688 0.879 0.376 -0.626 -0.255 -0.625
O 4.028 -3.027 -0.541 0.279 -1.337 -0.104 -0.663
H 2.303 0.717 -1.789 0.246 -1.116 0.654 0.302